52
Properties=species:S:1:pos:R:3:forces:R:3:nbo_charge:R:1 method="wB97M-V/def2-TZVPD" smiles="CCCCn1nc2cc(C(=O)NC[C@@H]3CCCO3)ccc2c1OCC" e_homo_ha=-0.2844 e_tot_ha=-1130.1888 lumo_ev=0.55 fmax_ev_per_a=1.2 relative_energy_kj_mol=264.00
C -2.362512 -0.395421 3.500385 0.059 0.060 0.184 -0.603
C -2.431744 0.782134 4.467257 -0.132 -0.015 -0.156 -0.405
C -2.809477 2.100461 3.781614 0.270 -0.014 0.112 -0.404
C -1.601261 2.914765 3.311035 -0.611 0.244 0.340 -0.215
N -0.838786 2.230569 2.301957 0.958 -0.367 -0.009 -0.152
N -1.314895 2.119269 1.063731 -0.701 0.153 -0.597 -0.308
C -0.398418 1.424795 0.390842 0.468 0.019 1.060 0.178
C -0.413440 1.040956 -0.957648 0.216 -0.271 -0.478 -0.164
C 0.637676 0.305100 -1.445036 -0.575 0.478 0.214 -0.151
C 0.589611 -0.106982 -2.876983 0.129 -0.057 -0.070 0.667
O 0.014897 0.545602 -3.729605 -0.204 0.121 -0.058 -0.631
N 1.239963 -1.264319 -3.159649 0.128 -0.246 0.103 -0.620
C 1.152285 -1.902877 -4.447628 -0.136 -0.401 -0.208 -0.241
C 0.183151 -3.095649 -4.404033 0.112 0.444 -0.381 0.092
C -1.254707 -2.686340 -4.028640 0.090 -0.097 0.062 -0.447
C -1.405320 -3.183699 -2.590505 0.176 -0.154 -0.035 -0.430
C -0.452797 -4.377433 -2.584035 -0.354 -0.120 0.233 -0.064
O 0.637274 -4.001199 -3.399750 0.247 0.154 -0.066 -0.544
C 1.732884 -0.035217 -0.611271 0.265 -0.077 0.341 -0.229
C 1.782029 0.338080 0.701020 0.256 -0.227 -0.125 -0.185
C 0.707391 1.070077 1.241465 -0.387 0.179 -0.036 -0.238
C 0.353935 1.627759 2.476949 -0.041 0.127 0.156 0.468
O 0.893623 1.664077 3.718711 -0.548 0.051 -0.375 -0.494
C 2.260790 1.319776 3.860417 0.603 -0.008 0.010 -0.056
C 3.195043 2.343749 3.227697 -0.364 -0.175 0.092 -0.644
H -1.623343 -0.230731 2.721880 0.082 -0.026 -0.153 0.205
H -2.096428 -1.305497 4.034082 0.016 -0.129 -0.017 0.206
H -3.327483 -0.549149 3.022204 -0.081 -0.043 -0.079 0.204
H -3.177553 0.553460 5.231717 0.062 0.023 0.055 0.203
H -1.470100 0.898418 4.971301 0.001 0.004 0.116 0.200
H -3.367871 2.729980 4.476635 -0.032 0.063 -0.052 0.211
H -3.447635 1.897850 2.920453 -0.089 0.071 -0.007 0.217
H -1.949605 3.855739 2.876316 0.164 -0.067 0.042 0.222
H -0.929830 3.119891 4.147433 -0.077 0.032 -0.123 0.220
H -1.235596 1.317338 -1.597642 -0.076 0.026 -0.130 0.242
H 1.534430 -1.867493 -2.407384 -0.065 0.148 0.047 0.403
H 2.144736 -2.259176 -4.738576 -0.069 0.056 -0.052 0.201
H 0.800463 -1.159916 -5.165498 0.089 -0.111 0.013 0.237
H 0.209285 -3.600671 -5.380263 0.000 0.063 0.122 0.177
H -1.970272 -3.186680 -4.680974 -0.014 0.016 -0.016 0.211
H -1.395750 -1.611876 -4.115406 -0.039 0.043 -0.059 0.240
H -1.069290 -2.424071 -1.883158 -0.017 -0.019 0.035 0.207
H -2.425608 -3.466892 -2.343653 -0.054 0.009 0.052 0.217
H -0.947244 -5.265487 -3.005228 0.034 0.046 0.076 0.159
H -0.059531 -4.626529 -1.596579 -0.058 -0.025 -0.050 0.189
H 2.569117 -0.572506 -1.034211 0.078 -0.030 -0.007 0.213
H 2.639879 0.072483 1.300771 0.078 -0.020 -0.002 0.209
H 2.438456 0.319166 3.451018 -0.058 0.061 0.094 0.173
H 2.413710 1.283744 4.942359 0.000 -0.075 -0.170 0.196
H 3.025174 3.324177 3.666306 0.018 0.081 0.036 0.217
H 4.226932 2.053138 3.403447 0.131 -0.022 0.001 0.220
H 3.024992 2.409353 2.155579 0.054 0.025 -0.085 0.221


55
Properties=species:S:1:pos:R:3:forces:R:3:nbo_charge:R:1 method="wB97M-V/def2-TZVPD" smiles="COCCCNC(=O)[C@@H]1Cc2cc(S(=O)(=O)N3CCCC3)ccc2N1C(C)=O" e_homo_ha=-0.3189 e_tot_ha=-1678.8892 lumo_ev=0.49 fmax_ev_per_a=1.2 relative_energy_kj_mol=101.52
C -0.249560 -3.793772 -0.659541 -0.103 -0.023 -0.226 -0.254
O 0.353625 -3.398747 0.548376 0.198 0.090 0.176 -0.569
C -0.313046 -3.874317 1.699565 0.016 -0.225 0.299 -0.061
C 0.522832 -3.554238 2.936491 -0.214 0.288 -0.357 -0.424
C 0.599417 -2.053597 3.223793 0.032 -0.212 0.282 -0.225
N 1.247323 -1.333224 2.152404 -0.281 -0.079 -0.197 -0.631
C 2.490946 -0.839290 2.268723 0.022 0.246 -0.464 0.668
O 3.127417 -0.805653 3.301090 0.307 0.044 0.260 -0.631
C 3.025440 -0.174024 0.984416 0.362 -0.096 0.680 -0.119
C 2.513854 1.283277 0.947146 0.095 0.145 -0.028 -0.432
C 1.528099 1.268440 -0.179692 -0.108 -0.092 -0.155 0.029
C 0.662107 2.251569 -0.597777 0.168 -0.165 0.059 -0.182
C -0.133541 1.992006 -1.703936 -0.446 0.345 -0.283 -0.345
S -1.274239 3.265297 -2.220348 0.182 -0.314 0.452 2.310
O -1.947178 2.832162 -3.415346 -0.005 -0.220 0.082 -0.949
O -0.596937 4.528318 -2.246741 0.063 0.090 0.234 -0.939
N -2.296296 3.271588 -0.873526 0.911 0.022 -0.715 -0.663
C -3.312646 2.240286 -0.953241 -0.385 -0.484 -0.096 -0.233
C -4.487792 2.909396 -1.669441 -0.002 -0.082 0.027 -0.426
C -4.438986 4.350238 -1.145737 -0.021 -0.039 0.029 -0.428
C -2.992935 4.528013 -0.636400 -0.042 0.687 0.079 -0.242
C -0.063239 0.793135 -2.384146 -0.120 0.165 -0.067 -0.178
C 0.808327 -0.204471 -1.968587 0.051 -0.152 -0.046 -0.236
C 1.596666 0.043579 -0.855806 -0.414 0.418 -0.316 0.160
N 2.527172 -0.794587 -0.239202 -0.018 0.169 -0.004 -0.450
C 2.921653 -2.022198 -0.704521 0.253 -0.176 0.183 0.715
C 3.952399 -2.727710 0.139041 -0.058 -0.132 -0.156 -0.715
O 2.480330 -2.493057 -1.730784 -0.030 -0.098 -0.211 -0.613
H -1.237608 -3.332432 -0.778856 0.013 -0.025 -0.003 0.164
H 0.416636 -3.462911 -1.453251 -0.123 -0.053 -0.037 0.223
H -0.359078 -4.882951 -0.705285 -0.003 0.005 0.013 0.168
H -1.309714 -3.410239 1.777570 0.049 -0.059 -0.010 0.162
H -0.453088 -4.963030 1.621229 -0.027 0.108 -0.037 0.175
H 1.530497 -3.943408 2.784539 0.041 -0.077 0.060 0.213
H 0.082160 -4.058114 3.796971 -0.006 -0.054 0.031 0.218
H -0.409154 -1.649013 3.358908 0.059 -0.033 0.083 0.191
H 1.182520 -1.873357 4.130057 -0.156 0.035 -0.084 0.238
H 0.868503 -1.506246 1.230448 0.183 0.064 0.021 0.426
H 4.117304 -0.210120 1.025844 -0.199 -0.045 0.072 0.234
H 2.058300 1.571451 1.895170 0.064 -0.024 -0.003 0.239
H 3.323302 1.986283 0.740925 0.010 -0.045 0.037 0.232
H 0.589133 3.208081 -0.107221 0.050 0.124 0.175 0.238
H -2.913717 1.381286 -1.490486 -0.130 -0.156 0.122 0.221
H -3.582286 1.942505 0.065043 0.041 -0.041 -0.057 0.196
H -5.436537 2.417659 -1.464132 -0.034 -0.028 -0.036 0.213
H -4.295027 2.888643 -2.741454 -0.079 -0.036 0.031 0.230
H -4.676880 5.067224 -1.928325 -0.053 0.043 0.022 0.219
H -5.145119 4.488590 -0.326844 -0.015 0.057 -0.028 0.206
H -2.447868 5.318323 -1.150783 -0.118 0.115 0.179 0.239
H -2.973536 4.730931 0.438455 0.016 0.027 -0.117 0.198
H -0.693161 0.654131 -3.248544 -0.062 -0.083 -0.106 0.245
H 0.881440 -1.137791 -2.499400 -0.012 -0.001 -0.012 0.258
H 3.638411 -2.788015 1.177550 0.041 -0.021 0.120 0.235
H 4.901803 -2.196634 0.093808 0.076 0.054 0.058 0.234
H 4.091549 -3.729262 -0.258209 -0.039 0.030 -0.015 0.247


53
Properties=species:S:1:pos:R:3:forces:R:3:nbo_charge:R:1 method="wB97M-V/def2-TZVPD" smiles=N#C[C@@H](CN)[C@@H](C#N)CCCCn1cccc1.CC#N.CC#N.CC#N e_homo_ha=-0.3023 e_tot_ha=-1123.4039 lumo_ev=0.37 fmax_ev_per_a=2.2
N 0.801351 1.311193 3.715849 -0.131 -1.173 -1.206 -0.306
C 0.743137 0.612803 2.789702 0.558 1.124 0.493 0.280
C 0.790212 -0.174984 1.532146 -0.354 -1.139 0.537 -0.343
C 1.096951 -1.685072 1.887725 0.241 0.010 0.603 -0.191
N 0.717461 -2.090176 3.229264 0.203 -0.479 -0.452 -0.840
C -0.558710 -0.113099 0.726821 -0.398 1.557 0.481 -0.299
C -1.589381 0.513123 1.616538 -0.612 -0.376 0.531 0.296
N -2.361919 0.885421 2.395926 0.702 -0.344 -1.022 -0.333
C -0.483915 0.711620 -0.581230 -0.080 -0.303 -0.124 -0.391
C 0.687939 0.333487 -1.513304 -0.522 0.134 -0.711 -0.410
C 1.095016 1.494623 -2.462952 0.429 -1.179 -0.282 -0.405
C 2.392715 2.195778 -2.036747 -1.087 0.073 0.309 -0.198
N 2.080715 3.089005 -0.916693 0.945 -0.943 -1.780 -0.337
C 2.532161 2.983994 0.345415 0.211 0.061 1.401 -0.091
C 1.972397 3.995498 1.075248 -0.652 0.809 0.250 -0.292
C 1.157152 4.740503 0.180479 -0.221 0.377 0.078 -0.299
C 1.264379 4.156408 -1.050393 -0.371 0.367 0.206 -0.088
H 1.652506 0.194562 0.973932 -0.423 0.250 -0.205 0.261
H 2.173387 -1.852832 1.768963 -0.181 -0.001 0.107 0.202
H 0.603882 -2.373799 1.191604 0.057 0.440 -0.187 0.199
H 1.396656 -1.835582 3.928539 -0.220 0.240 0.107 0.374
H -0.220088 -1.815236 3.482878 0.077 0.046 0.184 0.365
H -0.951495 -1.110659 0.506393 0.431 -0.022 0.042 0.248
H -1.404450 0.485994 -1.138850 0.095 0.199 0.177 0.216
H -0.543653 1.783806 -0.353561 0.441 -0.171 0.054 0.232
H 1.562031 -0.089075 -1.005441 -0.142 0.211 0.043 0.194
H 0.313089 -0.461668 -2.173624 0.171 -0.080 0.336 0.213
H 0.228183 2.157561 -2.543886 0.393 0.265 -0.094 0.213
H 1.269044 1.088075 -3.473960 -0.119 0.173 0.603 0.228
H 2.809854 2.747314 -2.885164 0.051 0.043 0.266 0.217
H 3.107224 1.444237 -1.685894 0.007 0.216 -0.146 0.202
H 3.212260 2.238792 0.733319 -0.008 -0.142 -0.542 0.211
H 2.074912 4.219651 2.126697 0.175 -0.259 -0.076 0.228
H 0.538751 5.608030 0.363290 0.176 -0.063 0.254 0.220
H 0.809824 4.425054 -1.992407 0.106 -0.122 0.047 0.216
C -2.227822 -4.555851 0.762446 -0.216 -0.095 0.276 -0.732
C -1.189440 -4.375213 -0.244563 -0.118 -0.001 0.145 0.297
N -0.365835 -4.223590 -1.028820 0.048 0.087 -0.058 -0.351
H -2.954312 -5.304535 0.449358 0.084 -0.005 -0.123 0.258
H -1.805272 -4.881430 1.713020 0.105 0.046 -0.052 0.278
H -2.768056 -3.627091 0.943859 0.091 0.047 -0.082 0.251
C -4.174918 -1.685577 4.616142 -0.212 0.410 -0.028 -0.734
C -3.524017 -2.982193 4.496858 -0.049 0.119 0.046 0.299
N -3.006183 -4.001435 4.400699 0.040 -0.061 -0.110 -0.353
H -5.257057 -1.789260 4.687389 0.035 -0.181 -0.004 0.254
H -3.837094 -1.148560 5.501354 0.119 -0.131 0.012 0.262
H -3.959817 -1.057495 3.750994 0.112 -0.070 -0.012 0.272
C 0.549496 -0.447997 -6.660993 -0.114 -0.363 -0.152 -0.726
C 0.956205 0.820851 -6.074965 -0.028 -0.055 -0.152 0.301
N 1.276213 1.819670 -5.610843 0.027 0.062 -0.165 -0.344
H 0.759070 -1.278645 -5.987539 0.053 0.110 0.092 0.258
H -0.518152 -0.458166 -6.876458 0.004 0.145 0.058 0.258
H 1.077411 -0.637830 -7.594559 0.069 0.137 0.031 0.258